# 1
Computed, not measured: 2 unconnected molecules or ions with the total composition C2H8O5P2, with the ωB97M-V functional and the def2-TZVPD basis.

Structure (XYZ):
```
17
Properties=species:S:1:pos:R:3
H 3.614 0.771 -0.698
P -2.478 0.344 -0.048
O 0.865 -0.547 -1.395
H -0.898 -0.046 1.252
H 2.463 -2.405 0.290
O 0.731 -0.545 1.173
C 2.831 0.967 -0.051
C -4.156 0.268 0.035
O -1.678 0.117 -1.291
H 2.303 1.805 -0.540
O 2.811 -1.550 0.022
O -1.861 -0.142 1.368
P 1.622 -0.461 0.047
H -4.838 0.441 -0.763
H 0.005 -0.215 -1.341
H 3.271 0.898 0.964
H -4.605 0.299 0.975
```

Summary:
LUMO, eV: -0.50
Molecular weight, g/mol: 174.03
Energy relative to the best compared isomer or geometry (same formula, charge and spin), eV: 2.019
Net charge: 0
Frontier orbital gap, eV: 8.8

=====

# 2
Computed, not measured: C6H10N2O in the gas phase, with the ωB97M-V functional and the def2-TZVPD basis.

Structure (XYZ):
```
19
Properties=species:S:1:pos:R:3
N -2.137 0.236 0.663
C -1.275 2.329 -0.506
C -0.933 1.079 -0.259
H -0.522 -0.095 -2.450
C 2.028 -1.276 0.231
H 2.873 -0.742 -0.210
O 1.016 0.330 1.662
C -1.814 -0.882 1.069
H 0.324 1.001 1.733
H -0.609 -1.172 0.910
H 2.354 -1.669 1.193
H -0.620 2.982 -1.066
C 0.864 -0.351 0.459
H 1.764 -2.098 -0.436
N 0.340 -0.130 -1.922
H -2.390 -1.497 1.750
H -2.242 2.702 -0.203
C 0.196 0.285 -0.582
H 0.782 -1.032 -2.036
```

Summary:
LUMO, eV: 0.86
Molecular weight, g/mol: 126.16
SMILES: C=NC(=C)/C(N)=C(/C)O
Energy relative to the best compared isomer or geometry (same formula, charge and spin), eV: 3.686
Net charge: 0
Frontier orbital gap, eV: 8.6